Entry 1:
C3H6AuO3 as an isolated structure at a distorted geometry. Source: OMol25; level of theory: the ωB97M-V functional and the def2-TZVPD basis.

Summary:
multiplicity = 4
gap between HOMO and LUMO (spin up / spin down) = 6.233 / 4.957 eV
net charge = +2
energy = -13011.9430 eV

Positions of all 13 atoms, in Å:
H -1.789 0.730 -1.413
H -0.581 0.419 1.391
H -2.761 1.025 0.050
H -1.317 2.018 -0.268
Au 2.538 1.355 -0.070
C 1.250 -0.932 0.149
C -0.930 0.010 0.438
O 2.292 -0.440 -0.442
H -1.477 -0.919 0.627
O 0.203 -0.372 -0.376
O 1.571 -2.135 0.346
C -1.740 1.009 -0.352
H 2.741 -1.767 -0.083

Cartesian forces (eV/Å) of the 3 atoms listed first:
H 0.09 0.27 -0.03
H 0.03 -0.44 0.71
H 0.18 0.27 0.00

Here are the Mulliken charges for atoms 1 to 5, given in e:
1 H 0.372
2 H 0.408
3 H 0.385
4 H 0.378
5 Au 0.432

Entry 2:
A 2-piece molecular cluster, C3H8NO overall at a distorted geometry. Source: OMol25; level of theory: the ωB97M-V functional and the def2-TZVPD basis.

Summary:
gap between HOMO and LUMO (spin up / spin down) = 7.215 / 7.210 eV
net charge = +1
energy = -6763.5579 eV

Positions of all 13 atoms, in Å:
H -3.915 0.819 0.643
C -1.073 -0.155 -0.350
H 2.543 -1.280 0.578
N -3.261 0.116 0.404
C 1.694 0.396 -0.696
H -3.479 -0.820 0.215
H 3.306 0.351 0.540
H 1.146 -0.224 -1.445
H 1.879 1.453 -0.834
C 2.429 -0.225 0.376
H -1.061 -1.190 -0.784
H 1.825 0.196 1.342
O -2.034 0.563 0.012

Cartesian forces (eV/Å) of the 3 atoms listed first:
H -0.24 0.72 -0.16
C 2.28 1.03 -1.22
H -0.21 -0.23 -0.74

Here are the Mulliken charges for atoms 1 to 5, given in e:
1 H 0.247
2 C -0.105
3 H 0.341
4 N -0.298
5 C -0.178

Entry 3:
One molecule with the formula C6H9N3 at a distorted geometry. Source: OMol25; level of theory: the ωB97M-V functional and the def2-TZVPD basis.

Summary:
gap between HOMO and LUMO = 9.364 eV
SMILES = C=CC/N=C1/CC=NN1
energy = -10831.8758 eV

Positions of all 18 atoms, in Å:
H -2.586 -1.760 1.379
H -0.368 -1.487 0.256
N -0.575 1.368 0.174
C -2.413 -0.540 -0.296
H 1.744 1.913 -0.186
H -3.063 -0.926 -1.212
C 0.421 0.499 0.168
N 0.395 -0.644 -0.316
H 1.998 0.985 1.568
C 2.603 -0.364 -0.004
H 3.726 -0.608 0.112
N 1.823 -1.258 -0.517
H -1.403 -0.298 1.534
H -1.272 0.413 -1.692
H -2.391 1.549 -0.831
C 1.918 0.971 0.423
C -1.648 0.861 -0.725
C -2.195 -0.769 1.046

Cartesian forces (eV/Å) of the 3 atoms listed first:
H 0.23 1.02 0.53
H 2.64 3.36 -2.68
N 0.28 -1.92 -1.28

Here are the Mulliken charges for atoms 1 to 5, given in e:
1 H 0.266
2 H 0.426
3 N -0.690
4 C -0.086
5 H 0.360

Entry 4:
A 3-piece molecular cluster, C17H48N6O3P3 overall at a distorted geometry. Source: OMol25; level of theory: the ωB97M-V functional and the def2-TZVPD basis.

Summary:
gap between HOMO and LUMO = 4.657 eV
net charge = -1
energy = -61348.9083 eV

Positions of all 77 atoms, in Å:
C -5.483 -0.350 0.499
H -5.660 -2.201 2.527
C 2.002 -3.479 -3.325
H -1.920 -2.496 -3.230
H 1.789 -4.422 -3.841
H 6.333 2.490 0.779
H -4.445 3.566 3.022
C 3.978 3.687 -3.874
H 1.024 -1.595 -2.839
C 6.636 2.443 -1.654
C 5.349 2.205 0.396
N 5.399 1.993 -1.034
H 2.793 -0.753 0.258
H -6.047 -0.940 3.729
H 2.612 -2.863 -4.012
H -6.547 -0.192 0.298
H -4.348 2.645 1.534
H -3.342 -3.738 -2.474
H 4.300 4.723 -4.020
H 1.134 1.374 -1.313
H 7.510 2.029 -1.142
H 3.301 5.292 -2.047
H -5.807 2.530 2.531
H -1.256 0.744 3.757
C -4.714 2.610 2.562
H 4.241 -0.764 -0.735
H -4.933 0.396 -0.074
H 2.989 3.564 -4.335
H -2.921 -2.657 3.324
P -3.550 0.167 2.307
H -4.260 -2.076 4.331
H -3.468 1.398 5.288
C 0.740 -2.651 -2.977
C -0.072 -3.167 -1.765
C 2.894 -3.728 -2.147
H -7.051 -1.123 2.326
H -2.003 -4.439 -1.036
P 4.081 1.640 -2.116
H -2.678 -2.209 5.023
H 4.680 3.054 -4.418
C -4.382 1.510 4.705
H 5.072 1.298 0.933
C 3.207 -0.405 -0.690
H 2.650 -0.873 -1.506
N 3.963 3.348 -2.453
H -1.109 -0.627 4.847
H -1.591 -5.612 -2.835
O -1.485 -4.780 -3.309
N -4.123 1.492 3.282
H 1.430 1.017 0.396
N 3.173 1.058 -0.774
H -4.815 2.467 5.007
N -2.904 -0.566 3.735
H 6.710 3.537 -1.647
H -5.201 -1.339 0.117
H 4.590 -3.797 -0.702
H -0.041 -2.366 -0.999
H 2.025 4.064 -1.978
O 3.145 1.198 -3.225
H 0.103 -2.665 -3.881
H -5.086 0.730 5.010
H 0.381 -4.051 -1.282
P -1.935 -3.504 -2.171
H -2.325 -2.445 -1.242
C 3.084 4.259 -1.758
H 1.820 2.589 -0.217
C 1.829 1.532 -0.480
C 3.661 -3.831 -1.232
C -3.204 -1.939 4.104
O -2.935 -0.771 1.292
H 3.236 4.229 -0.678
C -1.470 -0.325 3.861
H 4.653 3.001 0.675
N -5.205 -0.219 1.932
H -0.897 -0.864 3.096
C -6.011 -1.169 2.662
H 6.695 2.106 -2.691

Cartesian forces (eV/Å) of the 3 atoms listed first:
C 0.38 -0.35 -0.14
H -0.08 -0.06 0.03
C 0.63 0.53 0.63

Here are the Mulliken charges for atoms 1 to 5, given in e:
1 C -1.152
2 H 0.360
3 C -0.791
4 H -0.109
5 H 0.372

Entry 5:
C24H38FeO22Rb as an isolated structure at a distorted geometry. Source: OMol25; level of theory: the ωB97M-V functional and the def2-TZVPD basis.

Summary:
multiplicity = 5
gap between HOMO and LUMO (spin up / spin down) = 5.899 / 5.883 eV
net charge = +1
energy = -105583.3849 eV

Positions of all 86 atoms, in Å:
C -0.690 -1.132 7.344
H -2.870 4.353 -6.987
H 5.492 -4.118 6.827
O 0.462 -0.897 7.527
C 1.600 -2.921 4.797
O 3.172 -0.343 -3.803
O -1.911 1.713 -3.952
H 0.340 3.199 -2.555
H -2.647 2.840 -7.664
C -2.192 3.501 -6.925
H -0.657 1.313 6.061
C 0.298 4.238 -2.873
H 0.013 0.075 5.047
H 2.031 -3.394 3.909
C -0.697 0.262 1.651
H 1.326 -3.762 5.438
H -1.232 -4.894 0.919
C -0.915 0.404 5.520
O -1.415 -1.938 8.110
H 1.164 2.247 -0.497
O 4.350 -1.581 6.507
O -4.963 -3.909 1.285
C -2.821 -1.756 8.231
C 0.886 1.490 0.223
O -1.921 0.883 -6.055
H 0.689 -2.415 4.497
C 0.262 -0.457 2.286
Fe -3.196 1.239 0.825
O -1.963 0.096 1.981
H -1.060 0.570 -2.425
H 4.259 -5.199 7.584
O 3.503 -0.196 -5.993
C 0.529 6.207 -7.126
O 2.559 -0.987 2.382
H -0.431 6.297 -7.628
O 2.056 1.179 -4.933
C 1.980 0.707 0.720
C 3.491 -2.359 6.218
H -1.158 -3.117 0.373
O 0.687 4.281 -4.234
C 2.930 0.162 -5.014
H 0.754 7.147 -6.624
H -1.624 0.581 4.718
C -2.020 1.793 -5.289
H -1.160 3.756 -7.135
H 3.037 -0.323 -1.765
C -1.438 -3.851 1.128
H 0.986 4.826 -2.263
H -0.634 0.057 -4.066
O 2.448 -2.030 5.466
O 3.142 0.885 0.390
O -3.480 -4.862 -0.115
C -0.393 1.234 0.590
O -2.299 3.059 -5.571
O -1.369 1.903 0.046
Rb 5.178 -0.529 1.384
H -4.096 -6.210 -1.504
H -3.305 -2.296 7.409
O 0.574 5.122 -6.206
H 1.158 0.802 -6.823
H 1.323 6.067 -7.856
C 0.389 5.387 -4.915
C -4.492 -5.343 -0.981
H 2.216 2.127 -6.761
H -4.710 -4.609 -1.761
O 3.469 -3.656 6.523
O -0.072 6.394 -4.456
H -3.236 -2.263 9.098
O -2.776 -3.615 1.560
O -1.443 -0.602 6.366
C 2.660 0.231 -2.619
C 1.471 1.606 -6.154
H -3.087 -0.706 8.158
H -2.169 -0.304 -3.384
H 2.939 1.278 -2.509
H -0.868 -3.531 2.002
C 4.523 -4.182 7.319
H 4.609 -3.600 8.238
C -3.836 -4.128 0.948
H -0.714 4.604 -2.708
C 1.665 -0.326 1.886
H 0.620 2.243 -5.949
H -5.429 -5.601 -0.492
C -1.421 0.496 -3.451
H 0.002 -1.059 3.139
H 1.570 0.147 -2.610

Cartesian forces (eV/Å) of the 3 atoms listed first:
C -0.41 0.65 -0.03
H 0.51 0.39 0.23
H -0.12 -0.13 -0.27

Here are the Mulliken charges for atoms 1 to 5, given in e:
1 C 0.829
2 H 0.275
3 H 0.270
4 O -0.531
5 C -0.470

Entry 6:
C45H44BIrN5O5P as an isolated structure. Source: OMol25; level of theory: the ωB97M-V functional and the def2-TZVPD basis.

Summary:
gap between HOMO and LUMO = 7.648 eV
net charge = +2
energy = -77862.9766 eV

Positions of all 102 atoms, in Å:
Ir 0.436 0.165 0.367
H -0.816 -3.445 -2.752
C 1.657 -3.921 3.319
O -2.338 -7.790 -1.277
C -0.552 0.755 3.790
H -2.770 0.549 -3.895
H 3.327 -4.351 -2.895
C -1.395 -2.935 -0.750
H -2.374 -5.131 1.625
C 2.927 -4.154 3.831
H 5.158 -1.057 -1.466
H -1.755 -7.090 1.590
H 5.093 -4.023 -0.492
H 0.918 -4.711 3.325
H 4.866 -3.318 4.215
C 5.166 3.018 2.207
C -0.367 1.182 6.171
C -1.787 -3.420 0.493
N 3.067 2.774 -1.524
H 6.295 1.518 1.166
C 2.953 2.363 2.893
H 3.811 4.282 3.295
H -0.819 1.493 7.102
C -1.507 0.587 2.720
H 0.898 -0.839 -2.699
H -2.539 0.822 2.972
C 2.292 -1.668 2.765
H 3.654 3.591 -1.488
H -1.284 -5.871 -2.442
C 1.987 0.950 -2.158
C 3.669 -2.437 -0.789
H 2.581 -2.829 -3.403
H 4.491 -0.149 1.223
C 3.963 3.314 2.836
H 1.564 0.784 7.024
H 2.571 0.117 4.901
C 1.825 0.126 -4.376
H 2.557 2.634 0.533
C 1.489 -0.005 -3.044
H 4.306 -1.111 3.297
H -2.655 3.035 -4.028
C -1.189 -3.820 -1.806
C -2.106 -7.138 -0.304
B 1.723 -1.319 -0.256
C -1.418 -5.169 -1.629
C 2.786 1.992 -2.633
O -2.558 0.046 0.899
P 1.717 -0.040 2.221
C 1.529 0.410 4.917
H 2.026 2.622 3.389
H 2.018 -4.142 0.651
C 2.482 -3.681 -2.730
C -1.831 -5.661 -0.394
C -1.117 1.146 5.011
H 3.766 2.932 -4.320
C 0.962 0.790 6.125
H 1.459 -0.603 -5.088
N -1.340 0.104 1.548
H -0.272 2.962 -0.475
H -2.231 -1.562 -2.735
H -1.951 -2.730 1.317
H 5.446 -2.546 0.402
O 1.326 -2.292 -1.130
H -2.414 -0.599 0.186
H 1.573 -4.227 -2.981
C -1.698 -0.999 -1.966
C 5.355 1.763 1.642
C -1.586 0.460 -2.121
H 3.176 -5.121 4.245
C 3.130 1.104 2.315
O 3.049 -1.392 0.035
C -1.470 3.188 -2.244
C 1.343 -2.686 2.777
C 4.415 -1.725 -1.905
H 4.938 -2.438 -2.543
C -2.221 1.120 -3.158
H 5.957 3.755 2.172
C 2.641 1.171 -4.836
C 2.478 2.218 -0.457
C 3.563 -1.897 3.285
H -1.414 4.268 -2.239
C 2.093 -4.439 -0.391
C 4.343 0.814 1.687
N -0.877 1.129 -1.191
H -2.169 1.404 5.044
H 4.159 -3.622 0.958
C 3.878 -3.142 3.810
C -2.160 2.502 -3.227
C -2.014 -4.779 0.665
C -0.836 2.460 -1.251
C 3.137 2.124 -3.973
H 3.744 -1.134 -2.523
N 1.825 1.120 -0.775
O -2.088 -7.699 0.920
N -1.229 -1.538 -0.917
H 2.850 -5.218 -0.477
C 4.642 -3.209 0.077
C 0.797 0.415 3.733
C 2.427 -3.254 -1.279
H 1.133 -4.856 -0.701
H 0.358 -2.518 2.347
H 2.884 1.228 -5.888

Cartesian forces (eV/Å) of the 3 atoms listed first:
Ir 0.19 0.76 0.37
H -0.04 -0.03 0.00
C 0.01 -0.06 -0.06

Here are the Mulliken charges for atoms 1 to 5, given in e:
1 Ir 2.456
2 H 0.511
3 C -0.354
4 O -0.515
5 C 0.551

Entry 7:
A 2-piece molecular cluster, C6H13N5 overall at a distorted geometry. Source: OMol25; level of theory: the ωB97M-V functional and the def2-TZVPD basis.

Summary:
gap between HOMO and LUMO = 9.016 eV
energy = -13878.4327 eV

Positions of all 24 atoms, in Å:
H 0.056 -2.546 0.608
H -1.428 -0.254 -2.703
N 1.030 -0.420 -1.078
N -1.283 2.218 1.030
H 1.289 -0.101 1.046
H -0.486 -0.954 1.332
H -1.536 -1.996 0.596
C -1.409 -0.673 -1.623
H -2.563 2.030 2.766
H 2.021 1.240 -2.207
C 1.085 0.900 -1.668
H 2.026 -1.714 0.439
N 0.198 0.942 1.900
H 0.712 1.446 -0.823
C -1.698 1.695 2.203
C -0.423 -0.844 -0.761
H 2.763 -0.032 -0.103
H 0.243 1.060 -2.379
H -2.362 -1.083 -1.233
N -0.028 1.768 0.904
H 1.280 -1.212 -1.638
C 1.921 -0.649 0.172
C -0.573 -1.676 0.477
N -0.836 0.855 2.743

Cartesian forces (eV/Å) of the 3 atoms listed first:
H 0.43 0.08 -0.24
H 0.28 -0.45 2.33
N -1.22 -3.12 1.27

Here are the Mulliken charges for atoms 1 to 5, given in e:
1 H 0.275
2 H 0.239
3 N 0.032
4 N -0.661
5 H 0.489

Entry 8:
One molecule with the formula C4H10NP at a distorted geometry. Source: OMol25; level of theory: the ωB97M-V functional and the def2-TZVPD basis.

Summary:
gap between HOMO and LUMO = 8.207 eV
energy = -15086.4360 eV

Positions of all 16 atoms, in Å:
H -0.858 2.451 0.111
H -1.815 -1.888 1.063
H -0.298 -2.301 0.264
H 0.852 1.344 -1.379
C -1.379 1.492 0.364
H -1.580 -1.538 -0.648
H 2.906 0.668 0.331
N 1.096 -0.086 1.230
H 2.511 -1.144 0.004
H -1.878 1.558 1.373
C 2.054 -0.146 0.108
C 0.981 0.212 -1.060
C -1.158 -1.560 0.315
H 0.806 -0.374 -1.878
P -0.205 0.096 0.307
H -2.035 1.216 -0.504

Cartesian forces (eV/Å) of the 3 atoms listed first:
H -0.35 -0.89 0.37
H -1.01 0.17 1.16
H -0.94 0.96 0.14

Here are the Mulliken charges for atoms 1 to 5, given in e:
1 H 0.334
2 H 0.381
3 H 0.257
4 H 0.238
5 C -0.962

Entry 9:
C4H8N3O2 as an isolated structure at a distorted geometry. Source: OMol25; level of theory: the ωB97M-V functional and the def2-TZVPD basis.

Summary:
gap between HOMO and LUMO = 9.264 eV
net charge = +1
energy = -12834.4337 eV

Positions of all 17 atoms, in Å:
N 1.761 1.327 0.055
H 1.564 2.366 0.014
O -2.743 0.759 0.690
C -1.669 0.377 0.095
H 0.118 -2.777 0.734
H -0.553 2.001 0.711
C 0.864 -0.958 -0.286
H 2.807 1.026 0.062
H 0.662 -0.798 -1.361
O -1.626 0.196 -1.274
H 1.862 -1.488 -0.128
N -1.372 -1.433 0.748
C -0.139 -1.722 0.460
H -3.261 -0.095 0.888
H -2.359 -0.210 -1.626
N -0.467 1.046 0.428
C 0.704 0.524 0.040

Cartesian forces (eV/Å) of the 3 atoms listed first:
N 1.51 1.20 -0.29
H 0.70 -1.74 0.29
O -2.51 -0.79 1.07

Here are the Mulliken charges for atoms 1 to 5, given in e:
1 N -0.417
2 H 0.251
3 O -0.479
4 C 0.488
5 H 0.369

Entry 10:
C17H22CeCl4O as an isolated structure at a distorted geometry. Source: OMol25; level of theory: the ωB97M-V functional and the def2-TZVPD basis.

Summary:
gap between HOMO and LUMO = 4.444 eV
net charge = -2
energy = -83054.4716 eV

Positions of all 45 atoms, in Å:
C 3.715 0.479 -0.794
H -1.658 2.644 -1.957
Ce 0.243 -0.384 -0.494
H -0.783 3.426 -0.670
C 1.551 1.950 -0.900
H 3.899 0.915 0.194
H 4.515 0.798 -1.480
H -1.312 1.202 -3.792
H 0.940 3.411 0.555
C -0.630 -2.639 4.792
H 1.469 -1.487 -3.675
C 1.771 0.272 -2.481
Cl -4.222 -2.654 2.053
C 2.286 -0.905 -3.227
Cl 1.537 -0.040 1.739
C -0.692 -1.697 3.783
C -2.791 -3.548 4.119
H -3.622 -4.234 4.270
H -0.420 3.881 -2.358
C -2.849 -2.642 3.074
H -1.636 -4.281 5.784
H 2.947 -0.568 -4.037
H -0.534 -0.368 -4.020
C 0.410 2.004 -1.759
H 0.127 -0.996 3.623
Cl 0.360 -2.920 -0.795
H 0.140 1.062 -4.824
H 2.564 3.686 -0.156
H -4.877 2.556 -0.322
H -2.270 -1.222 0.838
Cl -2.157 -0.152 -1.346
C 0.552 0.978 -2.747
H 2.866 -1.574 -2.575
H 3.789 -0.613 -0.688
O -4.151 2.240 -0.914
C -1.804 -0.846 1.741
C -0.343 0.707 -3.902
H 2.282 2.415 1.072
C -1.774 -1.696 2.852
C -0.666 3.034 -1.691
C 1.853 2.917 0.195
H 0.241 -2.662 5.449
C 2.396 0.886 -1.346
C -1.668 -3.557 4.962
H -1.593 0.221 1.856

Cartesian forces (eV/Å) of the 3 atoms listed first:
C 0.42 -0.13 0.14
H 0.13 0.06 0.09
Ce -2.24 -0.45 1.66

Here are the Mulliken charges for atoms 1 to 5, given in e:
1 C -1.541
2 H 0.312
3 Ce 0.770
4 H 0.325
5 C 0.487

> Look up the energy of the eighth one.

-15086.4360 eV

Copy entry 8 word for word.
One molecule with the formula C4H10NP at a distorted geometry. Source: OMol25; level of theory: the ωB97M-V functional and the def2-TZVPD basis.

Summary:
gap between HOMO and LUMO = 8.207 eV
energy = -15086.4360 eV

Positions of all 16 atoms, in Å:
H -0.858 2.451 0.111
H -1.815 -1.888 1.063
H -0.298 -2.301 0.264
H 0.852 1.344 -1.379
C -1.379 1.492 0.364
H -1.580 -1.538 -0.648
H 2.906 0.668 0.331
N 1.096 -0.086 1.230
H 2.511 -1.144 0.004
H -1.878 1.558 1.373
C 2.054 -0.146 0.108
C 0.981 0.212 -1.060
C -1.158 -1.560 0.315
H 0.806 -0.374 -1.878
P -0.205 0.096 0.307
H -2.035 1.216 -0.504

Cartesian forces (eV/Å) of the 3 atoms listed first:
H -0.35 -0.89 0.37
H -1.01 0.17 1.16
H -0.94 0.96 0.14

Here are the Mulliken charges for atoms 1 to 5, given in e:
1 H 0.334
2 H 0.381
3 H 0.257
4 H 0.238
5 C -0.962